Entry 1:
DFT (ωB97M-V/def2-TZVPD) results for an isolated molecule of C20H25NO4 at a distorted geometry.

Summary:
Multiplicity   1
Charge   0
SMILES   O=C1C2=C(CCCC2)C(=O)N1COC(=O)[C@@]12CCC[C@@H]1[C@@H]1CC[C@H]2C1
HOMO-LUMO gap   9.19 eV

The geometry in XYZ format:
```
50
Properties=species:S:1:pos:R:3:forces:R:3:lowdin_charge:R:1
O -0.172 0.083 2.108 0.593 -0.814 -1.687 0.14
C -0.653 -1.030 1.977 -0.157 3.164 3.452 -0.35
C -1.559 -1.496 3.067 -0.234 1.146 -0.498 -0.06
C -1.837 -2.722 2.741 -3.621 -1.598 3.491 -0.08
C -2.790 -3.617 3.679 1.835 2.476 -0.079 -0.05
C -3.025 -2.885 5.057 0.055 0.342 -1.608 -0.17
C -3.372 -1.414 4.737 -0.213 -0.687 0.109 -0.20
C -2.112 -0.771 4.264 0.834 1.731 -1.101 -0.15
C -1.182 -3.134 1.546 -0.216 -4.888 -0.648 -0.31
O -1.277 -4.343 1.208 1.203 3.719 -0.522 0.10
N -0.453 -2.035 1.081 1.760 -0.340 -1.632 0.11
C 0.757 -2.002 0.233 -0.366 0.405 1.113 -0.05
O 0.645 -0.866 -0.582 -1.682 -0.034 -0.961 0.07
C 1.751 -0.399 -1.085 4.732 1.478 -0.776 -0.38
O 2.900 -0.809 -0.815 -2.882 -0.068 0.036 0.07
C 1.733 0.832 -2.054 -0.051 -0.051 1.191 -0.23
C 2.777 0.547 -3.176 0.389 -1.502 0.173 -0.09
C 2.147 1.052 -4.466 3.348 1.943 -0.698 -0.21
C 0.736 1.026 -4.251 -2.685 -0.192 1.862 -0.17
C 0.418 1.209 -2.727 -1.144 -2.466 -1.125 -0.18
C -0.053 2.490 -2.070 -1.216 1.118 -1.648 -0.28
C 0.752 3.610 -2.713 -0.602 1.104 -1.033 -0.15
C 2.061 3.436 -2.038 1.617 -1.431 -0.090 -0.15
C 1.855 2.145 -1.201 2.636 0.310 1.511 -0.24
C 0.437 2.359 -0.658 1.854 1.016 2.422 -0.07
H -3.735 -3.713 3.215 -0.824 -0.645 -0.742 0.10
H -2.217 -4.505 3.754 -0.142 -1.328 0.298 0.10
H -2.162 -3.034 5.691 0.358 0.426 0.187 0.11
H -3.866 -3.209 5.615 -0.802 -1.248 0.216 0.09
H -3.700 -0.851 5.636 -0.250 -0.523 -0.585 0.12
H -4.180 -1.456 3.916 1.079 0.474 1.317 0.15
H -1.323 -0.785 5.007 0.081 -0.310 0.581 0.13
H -2.249 0.326 4.155 0.124 -0.610 -0.737 0.13
H 0.813 -2.910 -0.308 -0.172 -0.872 -0.801 0.14
H 1.719 -1.848 0.716 -0.225 -0.367 0.997 0.14
H 3.777 0.948 -2.961 -0.362 -0.031 -0.014 0.12
H 2.927 -0.581 -3.288 -0.231 1.437 0.380 0.14
H 2.446 0.472 -5.340 0.149 0.010 0.049 0.12
H 2.489 2.124 -4.670 -0.313 -1.254 0.216 0.13
H 0.205 1.725 -4.786 -1.138 1.895 -1.520 0.09
H 0.281 0.111 -4.566 -0.094 -0.962 -0.006 0.12
H -0.389 0.482 -2.587 0.258 -0.178 0.571 0.15
H -1.077 2.733 -2.226 -1.167 -0.411 0.005 0.13
H 0.388 4.572 -2.396 -0.680 0.531 -0.288 0.10
H 0.792 3.588 -3.870 -0.181 -0.038 1.957 0.14
H 2.389 4.244 -1.340 -0.230 -0.518 -0.851 0.13
H 2.804 3.186 -2.791 0.683 0.571 0.219 0.10
H 2.713 2.259 -0.497 -0.690 -1.219 0.031 0.16
H 0.573 3.317 0.020 -1.027 -1.515 -1.543 0.16
H 0.095 1.537 0.038 0.011 0.803 -1.191 0.12
```
Forces are in eV/Å.

=====

Entry 2:
DFT (ωB97M-V/def2-TZVPD) results for an isolated molecule of C20H25NO5.

Summary:
Multiplicity   1
Charge   0
SMILES   COc1cc(/C=C/C(=O)OCC(=O)NCCC2=CCCCC2)ccc1O
HOMO-LUMO gap   8.16 eV

The geometry in XYZ format:
```
51
Properties=species:S:1:pos:R:3:forces:R:3:lowdin_charge:R:1
C -3.895 -4.339 0.965 0.096 -0.156 -0.256 -0.07
O -4.504 -3.796 2.110 -0.063 0.443 0.529 -0.09
C -3.912 -2.709 2.709 -0.138 -0.101 0.019 -0.19
C -2.758 -2.087 2.286 -0.058 -0.004 0.051 0.04
C -2.246 -0.982 2.982 -0.591 -0.208 0.333 -0.22
C -1.039 -0.302 2.577 0.618 0.128 -0.462 -0.01
C -0.266 -0.583 1.515 -0.381 -0.018 0.361 0.02
C 0.943 0.161 1.179 0.284 0.021 -0.171 -0.48
O 1.631 -0.087 0.205 -0.099 -0.056 0.180 0.07
O 1.230 1.146 2.042 -0.319 -0.064 0.072 0.01
C 2.440 1.870 1.857 0.564 0.271 -0.053 -0.05
C 2.305 3.061 0.889 -0.108 -0.579 0.343 -0.46
O 2.550 4.196 1.239 0.160 0.345 0.216 0.06
N 1.914 2.705 -0.341 -0.140 -0.209 -0.541 0.09
C 1.763 3.635 -1.435 0.125 0.318 -0.100 -0.16
C 2.613 3.200 -2.636 -0.318 0.093 0.169 -0.13
C 2.271 1.791 -3.061 0.186 0.148 0.040 -0.26
C 1.083 1.492 -3.568 -0.099 -0.064 -0.116 -0.06
C 0.644 0.105 -3.926 0.020 -0.177 0.108 -0.19
C 1.558 -0.939 -3.294 -0.003 -0.015 -0.270 -0.20
C 3.009 -0.556 -3.555 -0.006 -0.043 0.278 -0.19
C 3.324 0.744 -2.822 -0.029 -0.235 -0.241 -0.16
C -2.930 -0.527 4.111 0.279 -0.075 -0.345 -0.03
C -4.087 -1.144 4.540 -0.337 -0.371 -0.078 0.00
C -4.592 -2.236 3.850 0.280 0.094 -0.164 -0.24
O -5.724 -2.842 4.269 -0.053 -0.059 -0.011 0.09
H -2.886 -4.701 1.183 -0.032 0.028 -0.005 0.10
H -3.855 -3.610 0.150 0.009 -0.018 0.038 0.10
H -4.523 -5.178 0.668 0.090 0.051 -0.032 0.10
H -2.237 -2.447 1.415 0.024 -0.096 -0.124 0.10
H -0.740 0.525 3.208 0.051 0.071 0.032 0.12
H -0.483 -1.383 0.824 -0.029 -0.052 -0.044 0.11
H 2.714 2.253 2.841 -0.058 -0.007 -0.217 0.14
H 3.219 1.195 1.480 -0.109 0.089 0.109 0.14
H 1.793 1.724 -0.563 0.051 0.077 0.235 0.10
H 2.072 4.617 -1.071 -0.108 -0.080 -0.063 0.12
H 0.708 3.678 -1.726 0.098 0.080 -0.015 0.12
H 2.429 3.899 -3.454 0.066 0.026 -0.019 0.12
H 3.668 3.261 -2.365 0.028 0.051 -0.020 0.11
H 0.358 2.276 -3.748 -0.029 0.220 0.010 0.11
H 0.649 -0.004 -5.016 -0.089 -0.043 -0.003 0.11
H -0.389 -0.042 -3.596 -0.010 -0.009 -0.068 0.11
H 1.391 -0.968 -2.215 -0.040 -0.056 0.049 0.10
H 1.339 -1.928 -3.703 -0.023 -0.023 0.048 0.11
H 3.161 -0.420 -4.628 0.050 -0.022 -0.057 0.12
H 3.681 -1.345 -3.215 0.042 -0.005 -0.066 0.11
H 3.389 0.542 -1.748 0.118 0.051 0.073 0.11
H 4.297 1.129 -3.139 0.004 0.049 0.069 0.12
H -2.548 0.322 4.656 0.061 0.100 0.050 0.11
H -4.620 -0.797 5.410 -0.071 0.042 0.111 0.12
H -5.916 -3.576 3.669 0.037 0.051 0.019 0.11
```
Forces are in eV/Å.

=====

Entry 3:
DFT (ωB97M-V/def2-TZVPD) results for an isolated molecule of C20H25NO5S at a distorted geometry.

Summary:
Multiplicity   1
Charge   0
SMILES   CCCCOc1ccccc1C(=O)N(Cc1ccco1)[C@H]1CCS(=O)(=O)C1
HOMO-LUMO gap   9.40 eV

The geometry in XYZ format:
```
52
Properties=species:S:1:pos:R:3:forces:R:3:lowdin_charge:R:1
C -2.715 -4.193 2.253 -0.055 -0.057 -0.245 -0.11
C -2.708 -3.858 0.766 0.116 0.216 0.150 -0.27
C -2.037 -2.513 0.499 -0.110 -0.043 -0.394 -0.19
C -2.016 -2.184 -0.995 -0.127 -0.343 0.349 -0.19
O -1.380 -0.952 -1.271 0.038 0.434 -0.081 -0.05
C -2.047 0.223 -1.067 0.175 0.293 -0.043 -0.22
C -3.369 0.343 -0.659 0.006 -0.304 0.003 -0.01
C -3.939 1.597 -0.508 0.030 0.041 -0.006 -0.07
C -3.210 2.742 -0.769 -0.030 0.104 -0.012 -0.08
C -1.894 2.631 -1.185 -0.027 -0.185 -0.026 -0.02
C -1.301 1.387 -1.313 -0.318 -0.295 -0.129 -0.08
C 0.089 1.268 -1.849 0.060 -0.022 0.062 -0.39
O 0.349 1.586 -2.994 -0.121 0.149 -0.274 0.09
N 1.037 0.776 -1.005 0.155 -0.007 -0.060 0.00
C 0.806 0.528 0.409 -0.415 0.403 0.150 -0.05
C 0.927 1.763 1.247 0.740 -0.501 0.613 -0.25
C 1.761 2.046 2.290 -0.423 -0.279 -0.500 -0.03
C 1.429 3.356 2.718 -0.425 0.335 -0.240 -0.06
C 0.423 3.768 1.902 0.503 0.342 0.705 -0.11
O 0.111 2.812 1.012 -0.175 -0.229 -0.359 0.05
C 2.342 0.472 -1.560 -0.155 0.354 -0.383 -0.28
C 3.470 1.290 -0.875 -0.198 0.346 -0.023 -0.15
C 4.721 0.449 -0.755 -0.498 -0.599 0.111 -0.20
S 4.009 -1.151 -0.278 0.361 -0.286 -0.521 0.68
O 3.502 -1.073 1.067 -0.238 0.382 0.243 -0.32
O 4.877 -2.252 -0.589 0.129 -0.011 -0.256 -0.32
C 2.641 -1.026 -1.466 0.643 0.083 0.451 -0.13
H -3.197 -5.153 2.424 -0.028 -0.082 0.110 0.07
H -3.255 -3.433 2.813 -0.043 0.060 0.102 0.07
H -1.699 -4.245 2.637 0.096 -0.014 0.097 0.07
H -2.177 -4.640 0.219 -0.044 -0.051 -0.075 0.11
H -3.734 -3.832 0.394 -0.018 -0.049 -0.076 0.11
H -2.567 -1.726 1.041 0.037 0.033 0.041 0.11
H -1.009 -2.535 0.869 0.036 0.050 0.024 0.12
H -1.415 -2.926 -1.529 -0.134 0.048 0.033 0.13
H -3.029 -2.203 -1.414 0.082 0.010 -0.017 0.13
H -3.971 -0.530 -0.462 -0.015 -0.108 0.017 0.11
H -4.968 1.671 -0.188 -0.078 0.002 0.023 0.11
H -3.664 3.714 -0.657 -0.039 0.090 0.007 0.10
H -1.311 3.510 -1.409 0.067 0.086 -0.025 0.13
H -0.190 0.101 0.542 0.157 -0.093 0.010 0.13
H 1.546 -0.190 0.772 -0.200 0.090 0.011 0.11
H 2.508 1.396 2.698 0.165 -0.207 0.030 0.11
H 1.879 3.906 3.518 0.040 0.188 0.156 0.10
H -0.134 4.682 1.854 -0.135 0.093 -0.086 0.12
H 2.267 0.765 -2.614 0.114 -0.163 0.300 0.15
H 3.144 1.565 0.128 0.065 0.077 -0.099 0.10
H 3.649 2.207 -1.435 -0.014 0.001 0.069 0.13
H 5.409 0.803 0.004 0.093 -0.138 0.127 0.11
H 5.235 0.295 -1.699 0.099 -0.062 -0.110 0.11
H 3.020 -1.437 -2.396 0.040 -0.051 -0.087 0.11
H 1.785 -1.601 -1.132 0.015 -0.130 0.133 0.11
```
Forces are in eV/Å.

=====

Entry 4:
DFT (ωB97M-V/def2-TZVPD) results for an isolated molecule of C20H25NO5S.

Summary:
Multiplicity   1
Charge   0
SMILES   Cc1ccc(CN(C(=O)COc2ccc(C)c(C)c2)[C@H]2CCS(=O)(=O)C2)o1
HOMO-LUMO gap   9.12 eV

The geometry in XYZ format:
```
52
Properties=species:S:1:pos:R:3:forces:R:3:lowdin_charge:R:1
C 2.503 -4.746 1.627 -0.097 0.258 -0.192 0.00
C 1.859 -3.488 2.084 -0.278 -0.478 0.808 -0.32
C 1.084 -3.206 3.168 0.410 -0.223 -0.445 -0.01
C 0.716 -1.843 3.054 0.266 0.393 -0.568 -0.01
C 1.299 -1.384 1.912 -0.524 0.370 0.713 -0.27
C 1.275 -0.043 1.254 0.347 -0.200 0.183 -0.05
N 0.769 -0.130 -0.109 -0.169 -0.264 0.036 0.02
C 1.370 0.409 -1.192 0.213 0.187 0.146 -0.44
O 1.022 0.152 -2.331 0.089 0.024 -0.291 0.06
C 2.506 1.411 -0.961 0.115 0.027 -0.284 -0.09
O 2.314 2.310 0.106 -0.058 0.189 0.118 -0.06
C 1.172 3.071 0.126 -0.086 0.175 0.222 -0.26
C 0.964 3.820 1.280 0.182 -0.193 -0.123 -0.01
C -0.167 4.601 1.396 0.012 -0.074 -0.093 -0.04
C -1.118 4.654 0.385 0.007 -0.022 -0.018 -0.25
C -2.344 5.503 0.539 0.043 -0.047 -0.046 -0.05
C -0.907 3.906 -0.774 0.049 0.058 0.184 -0.23
C -1.905 3.931 -1.892 0.041 0.011 0.038 -0.04
C 0.236 3.126 -0.896 0.227 -0.113 -0.052 0.02
C -0.433 -0.934 -0.292 -0.009 0.481 -0.160 -0.31
C -1.567 -0.171 -0.996 0.180 0.325 0.113 -0.16
C -2.741 -1.126 -1.078 0.357 -0.546 -0.067 -0.19
S -1.948 -2.775 -1.221 -0.064 -0.255 -0.112 0.68
O -2.226 -3.379 -2.492 0.105 0.233 -0.392 -0.32
O -2.262 -3.543 -0.045 0.063 0.137 0.454 -0.32
C -0.225 -2.205 -1.097 -0.771 -0.172 -0.009 -0.13
O 1.997 -2.382 1.318 0.189 0.121 -0.352 0.08
H 1.872 -5.253 0.896 0.028 -0.073 -0.051 0.09
H 3.460 -4.529 1.158 0.096 -0.065 0.005 0.09
H 2.654 -5.412 2.471 0.020 -0.034 0.029 0.09
H 0.803 -3.883 3.949 -0.020 -0.229 0.133 0.11
H 0.107 -1.282 3.733 -0.154 0.202 0.088 0.11
H 2.283 0.371 1.235 -0.180 0.019 0.040 0.13
H 0.639 0.626 1.847 0.147 -0.072 0.035 0.15
H 3.431 0.872 -0.729 -0.111 0.052 -0.053 0.14
H 2.653 1.943 -1.910 -0.092 -0.157 0.138 0.14
H 1.699 3.778 2.068 0.103 -0.008 0.107 0.12
H -0.316 5.181 2.295 -0.021 0.064 0.093 0.11
H -2.339 6.013 1.498 -0.047 0.052 0.045 0.08
H -3.246 4.895 0.474 -0.125 0.031 0.004 0.08
H -2.394 6.252 -0.251 -0.094 0.096 -0.031 0.08
H -2.883 3.603 -1.541 -0.113 -0.005 -0.037 0.08
H -2.017 4.942 -2.281 -0.078 0.057 -0.081 0.09
H -1.591 3.280 -2.704 -0.019 -0.031 -0.082 0.08
H 0.380 2.569 -1.808 0.026 -0.085 -0.143 0.11
H -0.778 -1.220 0.707 0.083 0.072 -0.088 0.15
H -1.234 0.107 -1.995 -0.033 0.026 0.073 0.12
H -1.813 0.739 -0.445 -0.021 -0.005 -0.020 0.13
H -3.374 -0.970 -1.944 -0.056 -0.084 -0.079 0.10
H -3.334 -1.149 -0.168 -0.036 -0.092 0.066 0.10
H 0.367 -2.955 -0.586 -0.095 -0.166 0.048 0.11
H 0.161 -1.999 -2.090 -0.048 0.032 -0.048 0.11
```
Forces are in eV/Å.

=====

> multiplicity of number 3 (C20H25NO5S)?

1

=====

> What is the charge in the second record?

0